(1)
The following is a DFT calculation (ωB97M-V/def2-TZVPD) of a molecular structure, C22H8B3Cl76FO5S2 in a non-equilibrium geometry.

```
! RIJCOSX wB97M-V def2-TZVPD def2/J DEFGRID3
* xyz 0 1
C 3.60556 2.32905 3.40356
C 3.03719 1.96847 2.05318
S 1.65333 3.00385 1.50529
C 0.89978 3.75652 2.96149
B 0.07668 2.74163 3.78464
O 0.56743 1.61735 4.39678
B -0.17874 0.53240 4.05550
O -1.45253 0.65037 3.51730
B -1.86861 1.91375 3.33319
S -3.29430 2.31298 2.13559
O -4.51337 2.42168 2.79554
O -2.88782 3.41185 1.37913
F -3.38892 1.03478 1.25701
O -1.30495 2.94455 3.93940
H 4.48502 1.73884 3.58273
H 2.90679 2.09145 4.18082
H 3.89843 3.36328 3.45566
H 2.76879 0.92674 2.02809
H 3.81305 2.10987 1.32354
H 0.22499 4.50515 2.59020
H 1.59428 4.28998 3.58720
H 0.27405 -0.54988 4.19809
C 0.15905 -1.78769 0.73658
Cl -1.28310 -0.86711 1.17930
Cl 0.78641 -1.18824 -0.80110
Cl 1.38790 -1.58836 1.99143
Cl -0.24715 -3.50081 0.56681
C 3.87433 4.23995 -1.84284
Cl 2.48302 5.31440 -1.67448
Cl 4.59357 4.45827 -3.43677
Cl 5.06414 4.62792 -0.58804
Cl 3.36497 2.56044 -1.66948
C -2.28697 -4.41532 4.57095
Cl -3.96480 -4.91888 4.31354
Cl -2.12833 -3.72838 6.18768
Cl -1.21661 -5.81294 4.42591
Cl -1.84752 -3.18846 3.37451
C -3.23672 -7.05182 0.47933
Cl -2.41244 -8.18295 -0.60588
Cl -3.66888 -7.89547 1.96640
Cl -2.15161 -5.70418 0.84663
Cl -4.69263 -6.42114 -0.28605
C -4.12745 -7.65002 -4.54115
Cl -3.30284 -8.76493 -5.62872
Cl -4.54163 -8.48611 -3.04548
Cl -3.06420 -6.28992 -4.17023
Cl -5.60050 -7.05547 -5.31308
C -5.28452 -0.54396 5.30002
Cl -5.70351 -0.70489 7.01611
Cl -6.59213 0.25159 4.43046
Cl -3.80026 0.39777 5.14505
Cl -4.99192 -2.13661 4.60597
C 1.23331 1.79610 -5.36356
Cl -0.15705 1.91964 -6.43819
Cl 1.25934 0.19691 -4.61405
Cl 2.74202 2.04248 -6.26363
Cl 1.11516 3.02978 -4.11120
C 1.37705 8.47238 2.81304
Cl 2.25156 9.96281 2.47109
Cl 1.60052 7.33666 1.47732
Cl 2.00139 7.75858 4.30737
Cl -0.33751 8.83924 3.00399
C 0.88203 -9.45015 -3.99090
Cl 0.13851 -9.70707 -5.57061
Cl 1.81844 -10.87904 -3.54662
Cl 1.94535 -8.04744 -4.07140
Cl -0.36821 -9.16428 -2.77281
C 8.43692 2.26680 -3.33576
Cl 7.64683 1.70457 -4.81326
Cl 9.19493 0.89754 -2.51760
Cl 9.66426 3.46629 -3.74696
Cl 7.23404 2.99957 -2.27371
C 4.10540 -5.81206 -6.47003
Cl 4.77984 -4.95516 -7.85775
Cl 3.76971 -4.66191 -5.17191
Cl 2.60765 -6.61543 -6.93774
Cl 5.26355 -7.01679 -5.90058
C 1.06254 0.58918 -10.69953
Cl -0.15555 -0.61168 -10.26213
Cl 2.30033 -0.16576 -11.70781
Cl 0.29367 1.90243 -11.59991
Cl 1.80455 1.23353 -9.23704
C -9.13089 2.59611 7.13515
Cl -10.80539 2.08606 6.89437
Cl -8.97178 3.36058 8.72023
Cl -8.06496 1.19330 7.04428
Cl -8.68037 3.75063 5.87773
C 13.45799 1.58801 -2.35789
Cl 12.68776 1.03561 -3.84646
Cl 14.20805 0.21487 -1.54020
Cl 14.69335 2.78749 -2.74718
Cl 12.24836 2.31436 -1.29685
C 4.22496 4.73493 -9.80406
Cl 3.09297 3.78155 -10.76060
Cl 3.32842 5.72654 -8.65119
Cl 5.30595 3.64689 -8.92366
Cl 5.17587 5.77681 -10.86541
C -7.61157 -8.53593 1.85509
Cl -9.36500 -8.71424 1.84455
Cl -6.89904 -9.80101 2.85997
Cl -6.98719 -8.66891 0.20881
Cl -7.19679 -6.95084 2.52055
C -12.34434 -8.20553 4.86857
Cl -10.63770 -7.85053 4.60511
Cl -12.80981 -9.59201 3.87712
Cl -12.61860 -8.58194 6.57157
Cl -13.31487 -6.80415 4.41135
C -3.03258 8.47263 6.00586
Cl -2.42622 6.94011 5.37997
Cl -3.69242 8.22176 7.62392
Cl -1.72394 9.65869 6.08178
Cl -4.30294 9.07313 4.93907
C 6.03750 8.86671 1.53729
Cl 7.79051 8.93600 1.34784
Cl 5.44302 7.32905 0.90061
Cl 5.62097 9.00628 3.25034
Cl 5.30633 10.19789 0.63691
*
```

**Calculated total energy**: -37164.68568 a.u.

(2)
The following is a DFT calculation (ωB97M-V/def2-TZVPD) of a molecular structure, C23H12Cl3I2MnO3.

```
! RIJCOSX wB97M-V def2-TZVPD def2/J DEFGRID3
* xyz 0 5
Mn -0.29890 0.25149 -0.47037
Cl 4.66383 -0.11756 4.73061
C 3.66263 -0.28786 3.32134
C 2.63615 0.61003 3.10072
C 1.86213 0.44291 1.96930
Cl 0.55188 1.56708 1.65631
C 2.04647 -0.57786 1.02618
O 1.30258 -0.71697 -0.03962
C 3.10552 -1.46121 1.31150
Cl 3.39939 -2.75872 0.20838
C 3.90120 -1.32400 2.43191
H 2.44424 1.41957 3.78987
H 4.70353 -2.02550 2.60958
I -1.70874 -1.54843 1.09067
C -3.38394 -0.30652 0.95512
C -4.53668 -0.68063 1.57718
C -5.66297 0.16405 1.50107
C -5.58106 1.34207 0.82018
C -4.38321 1.73791 0.17692
C -4.30641 2.97311 -0.51041
C -3.14918 3.35235 -1.11784
C -2.01549 2.50905 -1.08342
C -2.03641 1.29862 -0.43814
C -3.23785 0.89734 0.22363
H -4.59404 -1.61077 2.12584
H -6.58152 -0.13025 1.99022
H -6.43736 2.00271 0.76191
H -5.18389 3.60753 -0.53803
H -3.08881 4.29894 -1.63930
H -1.11790 2.83460 -1.59161
I 1.70047 0.85552 -8.97284
C 1.18923 0.71010 -6.95502
C 0.42511 -0.36428 -6.52060
C 0.08790 -0.45660 -5.18038
C 0.51165 0.51890 -4.28612
C 1.27775 1.58922 -4.73213
C 1.62026 1.68919 -6.07057
C 0.14391 0.41353 -2.85229
O -0.53154 -0.56084 -2.42627
O 0.51252 1.32058 -2.03613
H 0.09792 -1.12055 -7.22022
H -0.50409 -1.28411 -4.81405
H 1.60345 2.33693 -4.02201
H 2.21737 2.51891 -6.42208
*
```

**Calculated total energy**: -4236.41831 a.u.

(3)
The following is a DFT calculation (ωB97M-V/def2-TZVPD) of a molecular structure, C23H12F5I2N4O6S3V in a non-equilibrium geometry.

```
! RIJCOSX wB97M-V def2-TZVPD def2/J DEFGRID3
* xyz -1 2
V -0.63621 -0.10180 0.93814
F -3.72094 -6.55243 -0.68849
C -3.47350 -5.30150 -0.34408
C -2.18187 -4.77397 -0.46787
F -1.15334 -5.50966 -0.88298
C -1.97560 -3.45924 -0.13076
F -0.75444 -2.94778 -0.28727
C -3.01137 -2.65313 0.33589
S -2.92580 -1.03389 0.93279
C -4.27970 -3.22269 0.44279
F -5.26512 -2.44842 0.85275
C -4.53108 -4.52626 0.09863
F -5.73757 -5.03274 0.24126
I -0.41735 4.67256 1.82638
C -2.23297 5.18568 0.85061
I -2.75984 4.05470 -0.84725
H -2.18617 6.24915 0.54402
H -3.00581 5.04389 1.59248
O 1.81114 -2.71114 2.30424
C 1.70113 -1.58362 1.95450
O 0.55802 -1.27627 1.39556
C 2.63520 -0.47439 2.07737
C 3.84402 -0.70383 2.75567
C 4.85545 0.21250 2.88473
C 4.68083 1.48667 2.33110
C 3.47521 1.73908 1.74226
C 2.44221 0.78784 1.57323
S 1.09062 1.36876 0.56420
H 4.00498 -1.71707 3.12014
H 5.76454 -0.01315 3.41343
H 5.42414 2.27763 2.37531
H 3.33399 2.70114 1.28456
N -0.89918 -0.10399 -1.14396
C 0.01786 0.25335 -2.24603
C 0.92913 -0.69917 -2.60518
C 1.88046 -0.41361 -3.56759
C 1.90211 0.84769 -4.17420
C 0.85145 1.72209 -3.89282
C -0.10002 1.46175 -2.91123
S 3.05743 1.14657 -5.56236
O 4.25377 0.36104 -5.25906
O 3.26397 2.59464 -5.63873
O 2.22858 0.58741 -6.63951
H -1.17570 -1.05932 -1.29594
H -1.79292 0.39391 -1.22883
H 0.92689 -1.64159 -2.06402
H 2.65102 -1.13358 -3.86184
H 0.81440 2.65703 -4.45196
H -0.86961 2.18123 -2.66875
O -1.74319 1.38664 1.13125
N -1.39968 1.09367 2.37288
C -1.80888 1.54783 3.44270
C -1.20936 0.89354 4.55874
N -0.71070 0.37949 5.46461
C -2.81779 2.53344 3.55700
N -3.62283 3.27334 3.90151
*
```

**Calculated total energy**: -4787.44803 a.u.

(4)
The following is a DFT calculation (ωB97M-V/def2-TZVPD) of a molecular structure, C23H13BrCo2NO6 in a non-equilibrium geometry.

```
! RIJCOSX wB97M-V def2-TZVPD def2/J DEFGRID3
* xyz -1 1
O 3.36682 -0.63889 2.69572
C 2.65508 0.25065 2.49993
Co 1.56471 1.59676 1.99883
C 0.24033 1.74709 3.16775
O -0.65663 1.83402 3.88542
C 2.55568 3.04587 1.98194
O 3.19956 4.01276 1.90132
C 1.74303 1.42010 0.04388
C 3.03288 0.80112 -0.34685
C 4.21059 1.56407 -0.23062
C 5.46568 0.94470 -0.31940
C 5.57188 -0.43046 -0.59973
C 4.39869 -1.20511 -0.67525
C 3.13069 -0.59534 -0.58821
C 0.57962 0.66919 0.31099
C 0.01173 -0.55479 0.33648
Co 0.13064 2.37184 -0.61143
C 1.02177 3.83667 -0.98734
O 1.72649 4.73958 -1.17566
C -1.28335 2.98949 0.36351
O -2.13722 3.34455 1.06045
C -0.50297 1.69780 -2.17105
O -0.82249 1.16818 -3.15798
H 4.12778 2.64617 -0.04755
H 6.37139 1.55410 -0.18556
H 6.56601 -0.89610 -0.72810
H 4.47843 -2.29428 -0.83440
H 2.23197 -1.22692 -0.68757
H -0.97043 -0.65730 -0.11394
H 0.66488 -1.36733 0.62210
Br -6.14398 0.87205 -0.19202
C -5.26999 -0.63772 0.59018
C -4.10547 -1.12420 -0.02429
C -3.47116 -2.24666 0.55496
C -4.00227 -2.82344 1.75348
N -3.17332 -3.89528 2.09022
C -2.15093 -4.01243 1.16363
C -2.31506 -3.02532 0.20406
C -5.17551 -2.33854 2.35356
C -5.81120 -1.23440 1.75876
H -3.67655 -0.67763 -0.92439
H -3.31191 -4.50139 2.90345
H -1.38354 -4.78600 1.23239
H -1.70749 -2.83410 -0.67858
H -5.57272 -2.81455 3.25542
H -6.72588 -0.81885 2.18506
*
```

**Calculated total energy**: -6729.96785 a.u.

(5)
The following is a DFT calculation (ωB97M-V/def2-TZVPD) of a molecular structure, C23H13CaClN3O5 in a non-equilibrium geometry.

```
! RIJCOSX wB97M-V def2-TZVPD def2/J DEFGRID3
* xyz -1 1
Ca 1.88076 0.11787 -0.50193
Cl -2.02771 -5.71363 -3.48665
C -1.32224 -4.15013 -3.14591
C -0.51152 -3.47368 -4.08379
C 0.40744 -2.57114 -3.63802
C 0.66362 -2.24069 -2.26386
O 1.66246 -1.41621 -2.02299
C -0.27133 -2.91201 -1.32210
C -0.19230 -2.81882 0.09332
N 0.30910 -1.73983 0.62500
C 0.01960 -1.49642 2.00099
C -1.02239 -2.12808 2.67247
C -1.32231 -1.83555 4.02719
C -0.65675 -0.80454 4.67513
C 0.41908 -0.09333 4.06674
C 1.24371 0.84369 4.71678
C 2.20937 1.58132 4.06016
C 2.34602 1.31276 2.68257
N 1.68878 0.31679 2.05294
C 0.79905 -0.44457 2.69883
C -1.29155 -3.76070 -1.82287
H -0.64216 -3.82914 -5.10547
H 1.13212 -2.03083 -4.26301
H -0.58225 -3.63627 0.70350
H -1.56035 -2.96050 2.16906
H -2.06225 -2.40798 4.53951
H -1.03304 -0.46892 5.64193
H 1.06808 0.94870 5.76498
H 2.79373 2.36447 4.55389
H 3.05280 1.85977 2.12522
H -1.94746 -4.19419 -1.04385
O -3.21227 4.86492 -1.80774
C -2.11460 4.98952 -2.36863
O -1.51720 5.91510 -2.96307
C -1.24691 3.71160 -2.22650
C -1.79439 2.46555 -2.21534
C -0.99216 1.41815 -1.71659
N 0.22777 1.50576 -1.29676
C 0.84714 2.72622 -1.45073
C 0.11313 3.81722 -1.90781
C 2.37175 2.93705 -1.14971
O 2.89462 3.94501 -1.61132
O 2.92646 1.96489 -0.48716
H -2.87121 2.28804 -2.35144
H -1.44352 0.45625 -1.61410
H 0.56129 4.77654 -2.00287
*
```

**Calculated total energy**: -2562.76606 a.u.

(6)
The following is a DFT calculation (ωB97M-V/def2-TZVPD) of a molecular structure, C23H14BrIN5O10P2S3Y.

```
! RIJCOSX wB97M-V def2-TZVPD def2/J DEFGRID3
* xyz -2 1
Y 1.43312 0.94388 -1.72782
S 2.19950 -1.42615 -2.75929
C 1.60859 -1.19843 -4.39798
C 2.28143 -1.87249 -5.42205
C 1.88544 -1.79947 -6.74809
C 2.61772 -2.52122 -7.74818
N 3.21592 -3.10954 -8.53539
C 0.77053 -1.01715 -7.08368
C 0.09686 -0.33889 -6.08076
C 0.48154 -0.40645 -4.73742
S -0.49772 0.48079 -3.57847
C 0.31840 -0.91369 -8.44121
N -0.04958 -0.83616 -9.52844
H 3.14165 -2.47474 -5.16260
H -0.76024 0.26809 -6.33887
O 2.28439 4.04870 0.50685
P 3.41536 2.94285 0.23210
O 4.46369 2.98622 1.24824
O 2.68777 1.62018 -0.04432
O 4.00638 3.41834 -1.22342
P 3.18236 3.31347 -2.59945
O 3.35743 1.71147 -2.98306
O 3.74118 4.19975 -3.61596
O 1.70664 3.23475 -2.23256
H 1.66987 4.07556 -0.24674
H 4.22959 1.40274 -3.24680
Br -3.87094 0.94608 0.85340
C -2.47890 1.55901 1.98917
C -2.55744 1.24080 3.33525
C -1.54682 1.63833 4.20071
C -0.47496 2.37008 3.71492
C -0.39910 2.70277 2.36787
C -1.40159 2.29210 1.49929
I -1.20420 2.81644 -0.51574
H -3.38563 0.66841 3.73129
H -1.60919 1.33212 5.23874
H 0.32214 2.67925 4.37901
H 0.44608 3.26347 1.98833
O -3.82793 -0.09718 6.07247
S -2.89135 -1.03686 6.68020
O -1.57756 -0.47425 6.93913
O -3.43411 -1.84878 7.74509
C -2.62379 -2.16868 5.27837
N -3.23746 -3.34809 5.25285
C -3.09205 -4.05612 4.13721
C -2.37461 -3.60764 3.04262
C -1.76678 -2.36665 3.18163
N -1.87363 -1.66583 4.30215
C -0.98185 -1.72389 2.09722
C 0.07516 -0.88167 2.41530
C 0.74152 -0.23045 1.39621
N 0.40255 -0.36825 0.10731
C -0.60501 -1.19424 -0.20130
C -1.31429 -1.88978 0.75806
H -3.58106 -5.02549 4.11723
H -2.27857 -4.19936 2.14301
H 0.34369 -0.71413 3.44882
H 1.56522 0.44286 1.59469
H -0.84851 -1.27477 -1.25429
H -2.14686 -2.51198 0.45915
*
```

**Calculated total energy**: -6699.07316 a.u.

(7)
The following is a DFT calculation (ωB97M-V/def2-TZVPD) of a molecular structure, C23H14Cl5NO3S2SbSe4W.

```
! RIJCOSX wB97M-V def2-TZVPD def2/J DEFGRID3
* xyz 0 2
W -1.79638 0.97727 -0.06278
Cl 5.20344 2.69009 -1.53649
C 3.49140 2.65329 -1.37653
C 2.70089 2.22023 -2.43955
Cl 3.42916 1.72935 -3.91506
C 1.31926 2.15647 -2.29366
Cl 0.31198 1.67057 -3.59755
C 0.71571 2.46730 -1.06599
O -0.57710 2.24142 -0.92708
C 1.50720 2.98538 -0.03578
Cl 0.73298 3.47518 1.41593
C 2.88589 3.06632 -0.18842
Cl 3.85162 3.64734 1.10742
O -1.11279 1.03405 1.46738
N -3.53048 0.18257 1.19181
C -4.18745 0.62418 2.26705
C -5.25223 -0.10120 2.76318
C -5.62981 -1.27346 2.12018
C -4.94626 -1.71491 1.00299
C -3.88235 -0.93731 0.57170
S -2.75352 -1.17790 -0.75441
H -3.84761 1.55980 2.69762
H -5.78205 0.25728 3.63369
H -6.46919 -1.84621 2.49380
H -5.21702 -2.62097 0.48077
O -0.22390 -0.25865 -0.96871
S 1.14036 -0.33920 -0.24231
C 2.18319 -1.03661 -1.50108
C 1.65635 -1.46353 -2.70626
C 2.52664 -1.95431 -3.67040
C 3.88964 -2.00233 -3.42256
C 4.40269 -1.55407 -2.21060
C 3.54825 -1.06017 -1.24043
C 0.97989 -1.68370 0.90027
C 1.07837 -1.35939 2.24457
C 0.89955 -2.36306 3.18764
C 0.61694 -3.65522 2.77388
C 0.50814 -3.96183 1.41973
C 0.68960 -2.97382 0.47068
H 0.59346 -1.39030 -2.88856
H 2.13539 -2.28717 -4.62229
H 4.56131 -2.37664 -4.18367
H 5.46845 -1.57404 -2.02829
H 3.93716 -0.68690 -0.29962
H 1.27444 -0.33765 2.54641
H 0.97378 -2.12993 4.24096
H 0.47637 -4.43533 3.51051
H 0.28292 -4.97309 1.10886
H 0.60745 -3.19375 -0.58631
Se -2.61697 3.98431 3.10207
Sb -3.14112 4.74917 0.91920
Se -3.49067 2.55217 -0.66876
Se -1.18946 5.73578 -0.30947
Se -4.93345 6.06308 0.10429
*
```

**Calculated total energy**: -14175.82122 a.u.

(8)
The following is a DFT calculation (ωB97M-V/def2-TZVPD) of a molecular structure, C23H14N4O6S3SbSc in a non-equilibrium geometry.

```
! RIJCOSX wB97M-V def2-TZVPD def2/J DEFGRID3
* xyz -1 2
Sc -1.04252 0.19610 -1.39696
O 4.84162 -3.52613 0.31521
C 4.85043 -2.62077 -0.53210
O 5.75507 -2.09549 -1.19984
C 3.42216 -2.01471 -0.82191
C 3.25380 -1.00711 -1.75622
C 1.97654 -0.52348 -1.99955
N 0.91527 -0.97158 -1.32714
C 1.07235 -1.89732 -0.38072
C 2.31281 -2.46989 -0.12900
C -0.14827 -2.22762 0.38952
C -0.10432 -2.98759 1.54977
C -1.27707 -3.24465 2.23855
C -2.47105 -2.76178 1.73313
C -2.43601 -1.99497 0.57962
N -1.30569 -1.71013 -0.06670
C 1.68725 0.53681 -2.98929
C 2.54681 0.82350 -4.04283
C 2.20125 1.81527 -4.94148
C 1.01067 2.50448 -4.76380
C 0.20678 2.15523 -3.69605
N 0.52762 1.19392 -2.83443
H 4.12925 -0.61518 -2.25682
H 2.45506 -3.26080 0.59411
H 0.83792 -3.35981 1.92486
H -1.24901 -3.80747 3.16241
H -3.41604 -2.95812 2.21916
H -3.34429 -1.58292 0.16213
H 3.46254 0.26228 -4.16199
H 2.84841 2.04269 -5.77847
H 0.70501 3.28601 -5.44440
H -0.73791 2.65492 -3.51828
S -4.35873 -2.95314 -2.27092
Sb -3.66007 -0.94705 -3.19632
S -3.50426 0.59877 -1.32692
S -1.31486 -1.14862 -3.58839
O -1.19478 2.39767 -0.50170
C -0.77073 1.79730 0.50363
O -0.10369 0.72017 0.38424
C -1.10732 2.24355 1.89533
C -1.73644 3.45622 2.14063
C -2.08952 3.80607 3.43637
C -1.83290 2.94663 4.48890
C -1.21781 1.72990 4.22728
C -0.84761 1.36958 2.94398
N -0.97015 0.80215 5.32690
O -0.64146 -0.33550 5.05288
O -1.13210 1.21362 6.46267
H -1.94785 4.11065 1.30502
H -2.58183 4.74986 3.62919
H -2.10504 3.18696 5.50648
H -0.36928 0.42148 2.75025
*
```

**Calculated total energy**: -3751.17757 a.u.